{"formula": "C51H88BrN10O6S", "method": "the ωB97M-V functional and the def2-TZVPD basis", "symbols": ["C", "O", "C", "C", "C", "C", "C", "C", "N", "C", "C", "C", "C", "C", "S", "O", "O", "O", "C", "C", "Br", "N", "C", "C", "C", "O", "C", "C", "O", "H", "H", "H", "H", "H", "H", "H", "H", "H", "H", "H", "H", "H", "H", "H", "H", "H", "H", "H", "H", "H", "H", "H", "H", "H", "H", "H", "H", "H", "H", "H", "H", "C", "C", "C", "C", "N", "H", "H", "H", "H", "H", "H", "H", "C", "C", "C", "C", "N", "H", "H", "H", "H", "H", "H", "H", "C", "C", "C", "C", "N", "H", "H", "H", "H", "H", "H", "H", "C", "C", "C", "C", "N", "H", "H", "H", "H", "H", "H", "H", "C", "C", "C", "C", "N", "H", "H", "H", "H", "H", "H", "H", "C", "C", "C", "C", "N", "H", "H", "H", "H", "H", "H", "H", "C", "C", "C", "C", "N", "H", "H", "H", "H", "H", "H", "H", "C", "C", "C", "C", "N", "H", "H", "H", "H", "H", "H", "H"], "coordinates": [[-1.996, 1.106, 5.143], [-0.702, 1.039, 4.426], [-0.880, 0.362, 3.098], [0.567, 0.030, 2.357], [1.557, 1.362, 2.144], [1.152, 2.896, 2.568], [-0.195, 3.487, 1.846], [-0.307, 3.209, 0.236], [-1.795, 3.210, -0.176], [3.050, 1.157, 1.460], [4.146, 2.344, 1.178], [3.806, 2.945, -0.331], [4.353, 1.895, -1.503], [3.095, 1.153, -2.254], [3.390, -0.644, -2.696], [2.081, -1.461, -2.366], [4.542, -1.329, -1.921], [3.742, -0.896, -4.379], [3.459, -0.369, 1.027], [2.365, -1.607, 1.263], [3.043, -3.431, 0.679], [0.978, -1.386, 1.898], [0.061, -2.588, 2.048], [0.494, -3.475, 3.398], [-0.772, -3.804, 4.387], [-1.337, -5.166, 4.228], [-2.681, -5.051, 4.885], [-2.683, -4.938, 6.543], [-3.828, -4.995, 4.187], [-2.281, 0.006, 5.436], [-2.832, 1.692, 4.571], [-1.788, 1.692, 6.161], [-1.530, -0.584, 3.323], [-1.488, 1.018, 2.332], [2.013, 3.682, 2.374], [0.977, 2.916, 3.749], [-1.206, 3.177, 2.400], [-0.143, 4.673, 1.973], [0.265, 2.266, -0.154], [0.151, 4.163, -0.308], [-1.805, 2.765, -1.133], [-2.298, 2.567, 0.477], [5.241, 1.881, 1.214], [4.127, 3.172, 2.019], [4.205, 4.038, -0.463], [2.623, 3.008, -0.438], [4.934, 2.585, -2.285], [5.167, 1.153, -1.076], [2.110, 1.196, -1.582], [2.807, 1.709, -3.269], [4.111, -1.848, -4.376], [4.529, -0.547, 0.569], [-1.098, -2.301, 2.061], [0.152, -3.367, 1.147], [0.937, -4.524, 3.039], [1.368, -2.950, 3.983], [-1.637, -3.053, 4.147], [-0.400, -3.674, 5.499], [-1.679, -5.384, 6.974], [-3.614, -5.446, 7.040], [-2.651, -3.779, 6.791], [-5.648, -5.562, 1.524], [-6.015, -6.863, 2.231], [-6.806, -7.822, 1.340], [-8.108, -7.166, 0.909], [-9.187, -6.622, 0.551], [-6.539, -4.996, 1.233], [-5.060, -4.921, 2.189], [-5.054, -5.758, 0.625], [-6.596, -6.627, 3.131], [-5.095, -7.359, 2.563], [-7.032, -8.744, 1.887], [-6.225, -8.089, 0.451], [1.240, 0.167, -8.931], [2.552, -0.231, -8.261], [3.092, 0.849, -7.322], [3.359, 2.124, -8.105], [3.580, 3.182, -8.755], [1.362, 1.049, -9.567], [0.878, -0.645, -9.570], [0.468, 0.384, -8.184], [3.293, -0.453, -9.038], [2.395, -1.155, -7.693], [4.024, 0.511, -6.857], [2.371, 1.060, -6.524], [-6.816, -5.197, 9.271], [-6.764, -4.064, 10.291], [-5.904, -2.886, 9.828], [-4.474, -3.352, 9.604], [-3.288, -3.738, 9.419], [-5.826, -5.631, 9.098], [-7.464, -6.002, 9.631], [-7.211, -4.844, 8.312], [-6.378, -4.457, 11.239], [-7.784, -3.709, 10.480], [-5.910, -2.096, 10.586], [-6.296, -2.466, 8.896], [-1.804, -8.634, 0.966], [-0.493, -9.032, 1.636], [0.047, -7.952, 2.575], [0.314, -6.677, 1.792], [0.535, -5.619, 1.142], [-1.682, -7.752, 0.330], [-2.167, -9.446, 0.327], [-2.577, -8.417, 1.713], [0.249, -9.254, 0.859], [-0.650, -9.955, 2.204], [0.979, -8.290, 3.040], [-0.673, -7.741, 3.373], [-1.818, -13.888, 3.415], [-0.507, -14.286, 4.085], [0.033, -13.206, 5.024], [0.300, -11.931, 4.241], [0.522, -10.873, 3.591], [-1.696, -13.006, 2.779], [-2.180, -14.700, 2.776], [-2.590, -13.671, 4.162], [0.235, -14.508, 3.308], [-0.664, -15.209, 4.653], [0.965, -13.544, 5.489], [-0.687, -12.995, 5.822], [3.095, 8.010, -6.444], [4.314, 7.263, -6.977], [4.062, 5.765, -7.156], [3.706, 5.140, -5.817], [3.411, 4.622, -4.706], [2.809, 7.658, -5.448], [3.312, 9.080, -6.359], [2.236, 7.888, -7.113], [5.154, 7.420, -6.290], [4.601, 7.696, -7.942], [4.959, 5.278, -7.553], [3.242, 5.594, -7.863], [1.198, 11.062, -9.241], [0.801, 11.877, -8.014], [1.851, 12.921, -7.628], [3.165, 12.232, -7.301], [4.256, 11.661, -7.030], [2.111, 10.484, -9.064], [0.408, 10.349, -9.496], [1.364, 11.713, -10.107], [0.632, 11.192, -7.173], [-0.150, 12.382, -8.215], [1.514, 13.487, -6.753], [2.009, 13.629, -8.450], [1.983, 14.539, -1.929], [2.610, 13.158, -2.098], [2.786, 12.760, -3.564], [1.431, 12.723, -4.253], [0.308, 12.693, -4.824], [0.973, 14.579, -2.349], [1.903, 14.793, -0.868], [2.591, 15.308, -2.419], [1.982, 12.419, -1.585], [3.588, 13.149, -1.604], [3.250, 11.770, -3.632], [3.434, 13.475, -4.082]], "forces_ev_per_a": [[0.3, 0.0, 1.3], [-1.2, -0.6, -1.9], [-0.3, -0.6, 0.1], [2.9, 1.6, -0.7], [1.5, -2.9, -1.3], [-0.6, -0.1, 0.9], [-0.3, 0.9, -0.1], [-0.1, 1.4, -0.1], [1.7, -1.4, 0.0], [-1.9, -3.8, 0.6], [-0.3, -0.4, 0.0], [-0.7, -0.7, 0.2], [0.8, 1.2, -0.4], [-0.4, 1.9, -0.6], [-1.4, -7.3, 2.9], [4.2, 3.9, -1.8], [-2.8, 3.3, -2.6], [0.0, -0.3, 2.7], [-3.9, 1.2, 2.0], [0.7, 3.5, 0.4], [-1.4, 2.8, 1.0], [2.8, 3.0, -1.0], [-0.9, -2.2, 0.4], [0.1, -1.0, -0.1], [0.7, 1.3, 0.4], [-2.7, 1.9, 1.3], [-4.9, 0.0, -2.1], [1.0, 0.4, -0.7], [7.9, -0.5, 4.2], [0.1, 2.1, -0.7], [1.6, -1.3, 0.8], [-0.3, -1.3, -2.4], [1.5, 1.5, -0.7], [1.2, -1.1, 1.6], [-1.5, -2.1, 0.1], [0.3, -0.2, -2.6], [2.3, 0.4, -1.2], [-0.1, -2.7, -0.2], [-0.9, 1.5, 1.0], [-0.7, -2.2, 1.1], [-0.3, 0.6, 1.4], [0.5, 0.6, -0.9], [-2.5, 0.8, -0.2], [-0.2, -1.8, -1.8], [-0.5, -2.3, 0.2], [2.5, 0.0, 0.3], [-1.4, -1.7, 1.5], [-2.0, 1.3, -0.9], [2.3, -0.8, -1.5], [0.8, -1.2, 2.1], [-0.7, 1.9, 0.2], [-2.6, -0.1, 0.9], [2.8, -0.2, 0.1], [0.2, 2.1, 1.7], [-1.0, 2.5, 0.7], [-2.0, -0.8, -1.1], [1.6, -1.2, 0.6], [-0.9, -0.2, -2.2], [-2.1, 0.8, -1.0], [1.8, 1.1, -1.3], [-0.3, -2.5, -0.5], [0.1, 0.2, 0.0], [0.2, 0.4, 0.1], [-0.9, 0.6, -0.1], [-7.4, 3.4, -2.6], [8.6, -4.3, 2.9], [0.0, -0.2, 0.0], [-0.1, -0.2, -0.2], [-0.1, 0.0, 0.1], [0.1, -0.2, -0.1], [-0.2, 0.0, 0.0], [-0.2, 0.1, -0.2], [-0.2, 0.1, 0.0], [-0.1, 0.0, -0.1], [-0.2, -0.2, -0.3], [0.3, 0.8, -0.8], [1.6, 7.3, -4.1], [-1.8, -8.5, 5.1], [0.0, -0.1, 0.1], [0.0, 0.1, 0.1], [0.1, 0.0, -0.1], [0.0, 0.0, 0.2], [0.1, 0.2, 0.0], [-0.1, 0.3, -0.1], [0.1, 0.1, -0.2], [-0.1, -0.1, -0.1], [-0.1, -0.4, 0.1], [1.0, -0.5, 0.1], [8.1, -2.3, -1.3], [-9.4, 3.0, 1.5], [-0.1, 0.1, 0.0], [0.1, 0.1, -0.1], [0.1, -0.1, 0.1], [-0.1, 0.2, -0.1], [0.2, 0.1, 0.0], [0.2, -0.1, -0.2], [0.2, -0.1, 0.1], [0.0, 0.1, -0.1], [-0.5, -0.2, -0.5], [0.2, 0.7, -0.8], [1.5, 7.1, -4.1], [-1.8, -8.6, 4.9], [-0.1, 0.0, 0.1], [0.0, 0.1, 0.1], [0.1, 0.0, -0.1], [0.0, 0.0, 0.2], [0.1, 0.5, -0.2], [-0.1, 0.2, -0.1], [0.1, 0.2, -0.2], [-0.1, -0.1, -0.1], [-0.2, -0.2, -0.4], [0.2, 0.7, -0.8], [1.6, 7.2, -4.0], [-1.4, -8.7, 5.6], [0.0, -0.1, 0.1], [0.0, 0.1, 0.1], [0.1, 0.0, -0.1], [0.0, 0.0, 0.2], [0.1, 0.2, 0.0], [-0.1, 0.3, -0.1], [0.1, 0.2, -0.2], [0.0, 0.2, 0.0], [0.0, 0.4, 0.2], [-0.1, -0.1, 1.0], [-2.0, -3.8, 7.2], [2.3, 4.0, -8.7], [0.0, -0.1, -0.1], [0.0, -0.1, -0.1], [0.1, 0.0, 0.1], [-0.1, -0.1, -0.2], [0.0, -0.2, 0.1], [-0.3, -0.1, 0.2], [0.1, -0.2, 0.3], [0.0, 0.0, -0.1], [-0.1, -0.4, -0.1], [0.8, -0.6, 0.2], [7.4, -3.5, 1.9], [-8.6, 4.4, -2.1], [0.0, 0.1, 0.0], [0.1, 0.1, 0.0], [0.0, -0.1, 0.1], [0.0, 0.3, 0.0], [0.2, 0.1, 0.2], [0.2, -0.2, -0.2], [0.2, -0.2, 0.1], [0.0, 0.1, 0.1], [-0.2, 0.2, 0.3], [-1.0, -0.1, -0.2], [-7.4, -0.3, -4.0], [8.9, 0.2, 4.7], [0.1, 0.0, 0.0], [0.0, 0.0, -0.2], [-0.1, -0.1, 0.1], [0.2, 0.0, -0.1], [-0.1, -0.1, -0.2], [-0.2, 0.1, -0.2], [-0.2, -0.1, -0.1]], "e_tot_ha": -5966.2078, "e_lumo_ha": -0.1418, "charge": 1, "e_homo_ev": -11.595, "de_lowest_kj_mol": 2071.3}